1.
Below is a 13-piece molecular cluster, C48H120O38P6 overall at a distorted geometry, with properties calculated with ωB97M-V/def2-TZVPD.

The geometry in ORCA input format:
```
! RIJCOSX wB97M-V def2-TZVPD def2/J DEFGRID3
* xyz 0 1
C 5.138 -2.853 -1.927
C 4.346 -3.257 -2.965
C 4.256 -2.445 -4.067
C 4.964 -1.220 -4.167
C 5.727 -0.812 -3.103
C 5.898 -1.642 -2.043
O 6.646 -1.235 -0.974
O 3.374 -2.751 -5.054
H 5.212 -3.515 -1.076
H 3.751 -4.156 -2.905
H 5.001 -0.618 -5.063
H 6.223 0.142 -2.993
H 6.980 -1.944 -0.419
H 3.629 -2.225 -5.816
C -2.652 3.595 -5.629
O -3.010 4.853 -5.026
P -1.916 5.875 -4.374
O -2.532 7.061 -3.666
O -0.700 6.129 -5.407
C -0.002 7.373 -5.340
O -1.202 4.876 -3.302
C -0.621 5.421 -2.145
H -1.569 3.499 -5.711
H -2.936 3.408 -6.664
H -3.103 2.734 -5.136
H 0.531 7.403 -4.390
H -0.640 8.242 -5.501
H 0.694 7.375 -6.179
H -0.062 6.314 -2.424
H -0.130 4.727 -1.462
H -1.473 5.634 -1.500
C -0.757 1.381 -0.371
O 0.479 1.013 0.176
P 0.900 -0.524 0.601
O 2.302 -0.643 1.028
O -0.183 -1.047 1.686
C 0.027 -0.925 3.087
O 0.545 -1.491 -0.712
C 1.469 -1.419 -1.765
H -1.287 2.005 0.348
H -1.390 0.495 -0.426
H -0.624 1.875 -1.334
H 0.876 -0.301 3.367
H 0.178 -1.940 3.454
H -0.691 -0.410 3.725
H 2.082 -0.520 -1.834
H 0.994 -1.349 -2.744
H 2.050 -2.308 -1.518
C 2.190 1.441 5.904
O 2.957 1.159 7.045
P 3.148 2.426 7.994
O 3.240 3.751 7.348
O 2.015 2.282 9.178
C 1.846 0.987 9.761
O 4.551 2.010 8.712
C 5.225 3.006 9.440
H 2.154 2.490 5.611
H 1.178 1.174 6.208
H 2.458 1.037 4.928
H 1.850 0.987 10.851
H 2.514 0.176 9.470
H 0.830 0.660 9.541
H 4.610 3.623 10.096
H 5.661 3.673 8.696
H 5.947 2.630 10.165
C 1.972 -5.558 0.342
O 2.356 -5.875 -0.994
P 1.658 -7.129 -1.708
O 2.253 -7.586 -2.974
O 0.072 -6.751 -1.792
C -0.351 -5.482 -2.287
O 1.770 -8.214 -0.494
C 3.059 -8.868 -0.492
H 1.524 -6.363 0.924
H 1.231 -4.761 0.401
H 2.870 -5.347 0.923
H 0.388 -4.770 -1.919
H -1.361 -5.301 -1.919
H -0.337 -5.488 -3.377
H 3.100 -9.574 -1.321
H 3.195 -9.417 0.440
H 3.945 -8.254 -0.651
C -4.700 -3.339 -7.774
O -3.729 -2.244 -7.639
P -2.362 -2.505 -6.810
O -1.619 -3.802 -7.089
O -2.794 -2.308 -5.279
C -1.841 -2.706 -4.321
O -1.519 -1.134 -7.128
C -0.822 -1.179 -8.413
H -5.668 -2.972 -7.433
H -4.469 -4.295 -7.304
H -4.758 -3.495 -8.851
H -2.284 -3.552 -3.795
H -1.728 -1.918 -3.576
H -0.928 -3.151 -4.715
H -1.051 -0.299 -9.014
H -1.113 -2.075 -8.960
H 0.237 -1.118 -8.161
C -6.435 4.035 -2.569
O -6.151 3.176 -1.420
P -4.622 2.768 -1.084
O -4.430 1.888 0.078
O -3.985 2.319 -2.517
C -4.259 0.994 -3.050
O -3.872 4.224 -0.829
C -3.300 4.645 0.461
H -5.569 4.228 -3.202
H -6.959 4.924 -2.219
H -7.146 3.490 -3.191
H -3.577 0.231 -2.676
H -4.167 0.997 -4.136
H -5.236 0.663 -2.697
H -3.522 5.654 0.809
H -2.212 4.676 0.408
H -3.542 3.975 1.286
C 4.165 -2.719 3.569
O 3.682 -2.817 4.951
C 2.404 -2.249 5.028
C 1.807 -2.106 6.407
O 0.478 -1.723 6.308
C -0.296 -2.012 7.503
H 5.050 -3.353 3.507
H 4.462 -1.698 3.330
H 3.535 -3.086 2.758
H 1.725 -2.827 4.401
H 2.485 -1.242 4.621
H 2.255 -1.325 7.021
H 1.851 -3.100 6.852
H -0.046 -1.368 8.346
H -0.184 -3.082 7.680
H -1.340 -1.869 7.224
C -2.676 -2.472 -0.056
O -3.944 -2.477 -0.786
C -5.094 -2.501 -0.015
C -5.363 -1.280 0.947
O -4.498 -1.390 2.068
C -4.513 -0.271 2.929
H -1.819 -2.755 -0.667
H -2.661 -3.074 0.853
H -2.564 -1.416 0.190
H -4.981 -3.407 0.580
H -5.968 -2.655 -0.648
H -6.409 -1.337 1.247
H -5.362 -0.360 0.363
H -5.506 -0.046 3.318
H -3.942 0.553 2.502
H -3.832 -0.412 3.768
C 4.152 6.826 -3.906
O 4.024 5.454 -3.662
C 5.000 4.892 -2.752
C 4.779 3.351 -2.465
O 3.629 3.142 -1.661
C 3.511 1.905 -1.022
H 3.356 7.152 -4.576
H 5.058 7.103 -4.445
H 4.064 7.379 -2.971
H 4.957 5.500 -1.848
H 5.996 5.027 -3.174
H 5.674 3.063 -1.914
H 4.667 2.739 -3.360
H 2.535 1.786 -0.553
H 4.227 1.847 -0.202
H 3.812 1.184 -1.783
C 1.166 2.400 -3.557
O 0.865 2.228 -5.041
C 1.570 1.104 -5.615
C 1.508 1.180 -7.181
O 1.913 2.374 -7.854
C 3.303 2.610 -7.721
H 1.226 1.425 -3.074
H 0.425 2.943 -2.971
H 2.126 2.905 -3.666
H 1.097 0.167 -5.321
H 2.608 1.154 -5.287
H 0.464 1.117 -7.487
H 1.859 0.268 -7.663
H 3.831 2.125 -8.542
H 3.831 2.287 -6.823
H 3.503 3.676 -7.827
C -1.452 2.134 7.016
O -1.466 2.635 5.739
C -1.195 4.007 5.929
C -1.459 4.729 4.617
O -0.521 4.499 3.558
C -0.491 3.166 3.036
H -2.211 2.485 7.715
H -0.479 2.131 7.506
H -1.582 1.057 6.911
H -0.144 4.100 6.204
H -1.663 4.583 6.727
H -1.485 5.807 4.777
H -2.459 4.403 4.330
H 0.123 2.910 2.173
H -1.506 2.872 2.769
H -0.108 2.471 3.784
C -4.907 -7.126 4.395
O -4.047 -6.357 5.142
C -4.540 -5.077 5.559
C -3.303 -4.115 5.775
O -2.263 -4.241 4.780
C -2.589 -3.599 3.561
H -4.637 -8.159 4.173
H -4.886 -6.640 3.420
H -5.897 -7.096 4.849
H -5.152 -5.066 6.461
H -5.255 -4.604 4.885
H -2.855 -4.250 6.760
H -3.606 -3.081 5.939
H -3.509 -4.082 3.232
H -1.809 -3.855 2.844
H -2.655 -2.518 3.682
*
```

Maximum force in eV/A: 4.1
Gap between HOMO and LUMO in eV: 8.545
Molecular weight in g mol⁻¹: 1491.3
HOMO in eV: -8.053

Here are the Mulliken charges for atoms 1 to 2, given in e: number 1, C, carries -0.35; number 2, C, carries -0.87


2.
Below is C48H122F6N10O14Sr as an isolated structure at a distorted geometry, with properties calculated with ωB97M-V/def2-TZVPD.

The geometry in ORCA input format:
```
! RIJCOSX wB97M-V def2-TZVPD def2/J DEFGRID3
* xyz 0 1
Sr 1.505 3.487 -0.477
C -0.098 0.254 0.809
O -0.626 -0.008 -0.503
O 0.939 1.142 0.753
C -1.257 0.622 1.794
F -2.268 1.359 1.243
F -1.793 -0.511 2.297
F -0.822 1.395 2.786
C -1.436 -1.209 -0.600
C -0.940 -2.144 -1.729
H -1.657 -2.961 -1.840
H -0.815 -1.596 -2.665
H 0.014 -2.650 -1.568
H -2.342 -0.702 -0.944
H -1.669 -1.891 0.217
H 0.304 -0.676 1.232
C 4.280 -0.132 -4.564
O 5.353 -0.497 -5.466
O 4.438 1.214 -4.473
C 2.873 -0.739 -4.917
F 2.388 -0.272 -6.065
F 2.965 -2.094 -5.077
F 1.973 -0.547 -3.927
C 5.660 -1.850 -5.703
C 6.721 -1.919 -6.826
H 6.390 -1.404 -7.731
H 7.603 -1.356 -6.517
H 6.891 -2.952 -7.128
H 4.921 -2.528 -6.135
H 6.127 -2.266 -4.804
H 4.570 -0.663 -3.636
C -1.256 6.042 2.159
C 0.066 5.413 2.574
C 0.008 4.972 4.069
O 1.202 4.441 4.573
C 2.250 5.282 5.023
N 0.212 4.144 1.810
H -1.094 6.506 1.185
H -1.584 6.860 2.807
H -2.155 5.426 2.143
H 0.906 6.081 2.388
H -0.750 4.217 4.284
H -0.326 5.851 4.636
H 2.916 5.343 4.160
H 2.672 4.905 5.951
H 1.849 6.279 5.234
H -0.626 3.576 1.866
H 0.884 3.661 2.407
C -0.626 1.773 -4.377
C -0.209 2.574 -3.138
C -1.372 3.178 -2.342
O -0.740 4.138 -1.438
C -0.880 5.448 -1.954
N 0.644 1.734 -2.337
H -1.212 2.406 -5.049
H -1.278 0.931 -4.135
H 0.277 1.391 -4.852
H 0.413 3.417 -3.465
H -1.883 2.391 -1.783
H -2.170 3.608 -2.945
H -0.368 5.455 -2.922
H -0.418 6.194 -1.305
H -1.903 5.779 -2.145
H 1.269 1.148 -2.880
H 0.020 1.092 -1.868
C -0.797 2.103 6.394
C 0.438 1.237 6.069
C 0.066 -0.242 6.087
O 0.123 -0.628 7.479
C 0.053 -2.024 7.591
N 1.046 1.647 4.839
H -0.415 3.072 6.724
H -1.426 1.686 7.184
H -1.444 2.274 5.529
H 1.091 1.496 6.905
H 0.828 -0.828 5.565
H -0.941 -0.494 5.744
H 0.207 -2.371 8.612
H 0.720 -2.645 6.982
H -0.957 -2.296 7.256
H 0.439 1.482 4.045
H 1.348 2.612 4.828
C -2.784 -4.092 1.809
C -4.029 -3.743 0.940
C -3.904 -3.809 -0.546
O -5.081 -3.253 -1.151
C -4.925 -3.105 -2.551
N -5.020 -4.735 1.387
H -2.681 -5.140 2.084
H -2.716 -3.548 2.752
H -1.890 -3.801 1.248
H -4.409 -2.771 1.268
H -3.756 -4.838 -0.890
H -2.980 -3.323 -0.879
H -4.934 -4.053 -3.093
H -4.098 -2.471 -2.875
H -5.847 -2.583 -2.825
H -5.867 -4.588 0.845
H -5.236 -4.506 2.351
C 3.640 -4.010 1.524
C 4.634 -3.920 0.337
C 3.923 -3.185 -0.801
O 2.687 -3.817 -1.151
C 2.497 -3.726 -2.575
N 5.873 -3.298 0.808
H 4.022 -4.318 2.499
H 2.852 -4.722 1.266
H 3.147 -3.045 1.660
H 4.888 -4.935 0.024
H 4.682 -3.116 -1.587
H 3.744 -2.153 -0.485
H 3.078 -4.502 -3.074
H 2.822 -2.726 -2.855
H 1.436 -3.776 -2.816
H 5.689 -2.371 1.181
H 5.995 -3.860 1.645
C 5.513 0.097 2.773
C 4.041 -0.180 3.097
C 3.729 -0.652 4.490
O 4.107 -1.998 4.651
C 3.545 -2.632 5.790
N 3.291 1.087 2.727
H 6.132 -0.555 3.402
H 5.872 1.075 3.098
H 5.818 -0.108 1.748
H 3.596 -0.878 2.385
H 2.657 -0.635 4.728
H 4.173 -0.077 5.316
H 2.456 -2.617 5.800
H 3.960 -2.204 6.711
H 4.096 -3.573 5.807
H 2.724 0.836 1.921
H 2.697 1.227 3.538
C 5.714 4.531 0.488
C 4.426 3.811 0.088
C 4.680 2.347 -0.277
O 3.539 1.888 -0.931
C 3.457 0.472 -1.008
N 3.392 3.941 1.104
H 5.511 5.503 0.943
H 6.396 4.711 -0.341
H 6.223 3.930 1.246
H 4.057 4.384 -0.772
H 4.848 1.738 0.619
H 5.640 2.291 -0.802
H 2.552 0.078 -1.453
H 3.590 0.086 0.010
H 4.352 0.138 -1.542
H 3.698 3.165 1.698
H 3.434 4.838 1.571
C -1.951 -1.172 -6.165
C -1.985 -2.688 -6.140
C -0.688 -3.179 -5.699
O -0.535 -4.526 -6.155
C 0.716 -5.112 -5.885
N -3.117 -3.140 -5.299
H -1.131 -0.821 -6.798
H -1.945 -0.679 -5.196
H -2.754 -0.705 -6.745
H -2.269 -3.139 -7.097
H -0.645 -3.220 -4.602
H 0.140 -2.537 -6.011
H 1.007 -5.211 -4.834
H 1.486 -4.504 -6.371
H 0.619 -6.110 -6.310
H -3.981 -2.799 -5.702
H -3.162 -4.152 -5.313
C -6.351 1.995 -4.722
C -4.942 1.468 -4.348
C -4.675 1.543 -2.854
O -4.472 2.943 -2.541
C -4.656 3.179 -1.165
N -4.859 0.075 -4.745
H -6.253 2.177 -5.800
H -6.593 3.028 -4.460
H -7.194 1.318 -4.606
H -4.148 2.014 -4.860
H -3.824 0.973 -2.474
H -5.580 1.236 -2.320
H -4.061 2.477 -0.573
H -5.711 3.074 -0.887
H -4.411 4.218 -0.944
H -5.429 -0.172 -5.543
H -5.161 -0.549 -4.006
C -5.052 -1.986 4.640
C -4.602 -0.536 4.467
C -5.103 0.109 3.163
O -4.652 -0.670 2.061
C -5.469 -0.744 0.913
N -5.044 0.309 5.558
H -4.754 -2.388 5.607
H -4.675 -2.593 3.819
H -6.132 -1.994 4.474
H -3.518 -0.509 4.298
H -4.617 1.087 3.085
H -6.192 0.198 3.133
H -5.822 0.196 0.481
H -6.288 -1.433 1.141
H -4.897 -1.225 0.118
H -4.545 1.181 5.698
H -4.805 -0.181 6.417
*
```

ΔE to the lowest compared entry with this formula, charge and spin in eV: 0.714
Maximum force in eV/A: 3.7
Gap between HOMO and LUMO in eV: 5.157
Molecular weight in g mol⁻¹: 1265.2
HOMO in eV: -6.046

Here are the Mulliken charges for atoms 1 to 2, given in e: number 1, Sr, carries 0.80; number 2, C, carries -0.51